1.
Here is a molecular structure, C30H60BaNO8 from the Open Molecules 2025 dataset. Energies are from wB97M-V/def2-TZVPD.

Properties
E_HOMO: -7.3 eV
Gap between HOMO and LUMO: 5.30 eV

Structure (ORCA input):
```
! wB97M-V def2-TZVPD RIJCOSX def2/J DEFGRID3
* xyz 1 1
Ba -0.70 0.47 0.52
C 3.81 0.72 1.00
C 4.05 0.28 -0.47
C 5.18 -0.75 -0.43
C 5.38 -1.47 -1.76
C 4.10 -2.08 -2.32
C 2.92 -1.05 -2.47
N 2.83 -0.25 -1.20
O 1.66 0.67 -1.08
C 1.66 -1.99 -2.72
C 3.11 -0.15 -3.71
C 4.75 1.53 -1.13
H 4.68 0.88 1.64
H 3.20 0.07 1.63
H 3.33 1.70 1.07
H 5.03 -1.55 0.30
H 6.15 -0.32 -0.19
H 6.04 -2.31 -1.54
H 5.77 -0.79 -2.52
H 3.74 -2.85 -1.64
H 4.32 -2.47 -3.31
H 1.54 -2.57 -1.80
H 1.67 -2.55 -3.65
H 0.77 -1.37 -2.82
H 4.01 0.47 -3.75
H 2.30 0.57 -3.79
H 3.11 -0.77 -4.60
H 5.30 1.21 -2.01
H 5.50 2.01 -0.50
H 4.11 2.35 -1.45
C 2.36 -3.28 0.98
C 1.23 -2.71 1.74
O 0.78 -1.61 1.40
C 0.67 -3.55 2.92
H 2.11 -4.17 0.40
H 3.12 -3.57 1.71
H 2.81 -2.53 0.33
H 0.52 -4.54 2.49
H -0.28 -3.27 3.38
H 1.32 -3.53 3.80
C -3.55 4.36 -0.24
C -2.29 3.92 -0.95
O -1.71 2.90 -0.59
C -1.83 4.60 -2.24
H -4.43 4.08 -0.80
H -3.48 5.45 -0.13
H -3.55 3.83 0.71
H -1.91 5.69 -2.22
H -2.40 4.19 -3.07
H -0.78 4.44 -2.46
C -5.73 1.09 -0.07
C -4.83 -0.08 0.16
O -3.60 0.05 0.36
C -5.47 -1.45 0.11
H -5.21 1.75 -0.77
H -5.88 1.54 0.91
H -6.69 0.90 -0.53
H -5.78 -1.70 -0.91
H -6.31 -1.56 0.80
H -4.79 -2.23 0.43
C -2.92 -0.47 -4.15
C -1.83 0.29 -3.33
O -1.86 0.39 -2.11
C -0.68 0.97 -4.07
H -3.31 0.20 -4.92
H -3.76 -0.60 -3.47
H -2.65 -1.48 -4.45
H -0.18 1.62 -3.35
H -0.99 1.65 -4.86
H 0.03 0.28 -4.51
C 1.79 -0.37 4.69
C 1.41 0.85 3.91
O 0.54 0.83 3.03
C 2.21 2.03 4.31
H 2.36 -0.13 5.59
H 2.39 -1.02 4.06
H 0.88 -0.89 4.98
H 1.92 2.50 5.25
H 2.05 2.81 3.56
H 3.27 1.80 4.35
C -1.91 3.61 4.21
C -2.80 2.87 3.20
O -2.38 2.17 2.27
C -4.24 2.93 3.48
H -2.08 4.68 4.09
H -0.87 3.30 4.15
H -2.21 3.44 5.24
H -4.77 2.64 2.58
H -4.53 3.91 3.86
H -4.51 2.12 4.16
C -1.96 -4.07 0.73
C -1.38 -3.32 -0.51
O -1.41 -2.08 -0.52
C -0.92 -4.14 -1.65
H -1.18 -4.71 1.13
H -2.77 -4.72 0.41
H -2.22 -3.46 1.60
H -1.51 -5.00 -1.95
H 0.08 -4.53 -1.45
H -0.81 -3.57 -2.57
*
```

Löwdin atomic charge list, values in e, 5 entries: 1.970, -0.058, -0.456, -0.169, -0.186

=====

2.
Here is a molecular structure, C30H60BrInN2O10P from the Open Molecules 2025 dataset. Energies are from wB97M-V/def2-TZVPD.

Properties
E_HOMO: -4.0 eV
Gap between HOMO and LUMO: 6.03 eV

Structure (ORCA input):
```
! wB97M-V def2-TZVPD RIJCOSX def2/J DEFGRID3
* xyz -1 1
N 5.20 0.08 5.85
C 3.95 -0.11 5.04
C 2.86 0.92 5.34
In 1.55 1.08 3.55
C -0.59 1.54 3.93
C -1.37 1.05 2.70
C -2.88 1.10 2.87
C -3.70 0.81 1.61
C -3.79 -0.68 1.24
C -2.65 -1.25 0.38
C -2.97 -1.25 -1.13
C -2.29 -0.19 -2.00
C -1.29 -0.79 -2.99
C -0.67 0.25 -3.92
C 0.50 -0.31 -4.72
C 0.83 0.54 -5.96
N 1.75 1.63 -5.70
C 3.10 1.55 -5.46
C 3.59 2.82 -5.23
C 2.49 3.72 -5.33
C 1.39 2.94 -5.62
P 2.53 2.73 1.84
O 1.29 3.70 1.27
Br 2.85 1.43 0.01
H 5.80 0.69 5.31
H 5.65 -0.81 5.99
H 3.59 -1.12 5.19
H 4.23 -0.04 3.98
H 3.37 1.87 5.53
H 2.28 0.63 6.21
H 1.54 -0.54 2.79
H -0.90 0.97 4.81
H -0.78 2.60 4.12
H -1.09 1.64 1.83
H -1.08 0.00 2.55
H -3.17 2.09 3.21
H -3.20 0.40 3.65
H -4.73 1.14 1.82
H -3.36 1.41 0.76
H -4.72 -0.84 0.69
H -3.89 -1.24 2.17
H -1.70 -0.75 0.55
H -2.49 -2.29 0.68
H -2.65 -2.23 -1.52
H -4.05 -1.22 -1.27
H -3.03 0.39 -2.56
H -1.76 0.54 -1.38
H -1.83 -1.50 -3.62
H -0.51 -1.32 -2.44
H -1.43 0.57 -4.63
H -0.35 1.14 -3.37
H 1.40 -0.31 -4.10
H 0.32 -1.33 -5.04
H 1.24 -0.08 -6.76
H -0.08 1.01 -6.34
H 3.63 0.61 -5.47
H 4.61 3.09 -5.02
H 2.50 4.79 -5.20
H 0.40 3.35 -5.77
H 1.48 4.59 1.58
C -4.09 0.84 -10.93
C -3.85 2.34 -10.89
O -2.97 2.72 -9.83
C -1.68 2.49 -10.04
O -1.20 2.03 -11.05
O -1.00 2.87 -8.96
C 0.41 2.63 -9.02
H -4.45 0.49 -9.96
H -4.83 0.60 -11.69
H -3.17 0.31 -11.16
H -4.78 2.86 -10.69
H -3.46 2.70 -11.84
H 0.84 3.08 -9.91
H 0.61 1.56 -9.00
H 0.84 3.09 -8.14
C 0.07 -1.91 11.79
C -0.15 -0.56 11.14
O 1.07 0.17 10.98
C 1.83 -0.23 9.96
O 1.56 -1.11 9.19
O 2.92 0.53 9.94
C 3.86 0.20 8.90
H 0.60 -1.80 12.73
H -0.88 -2.40 11.98
H 0.67 -2.56 11.14
H -0.77 0.06 11.78
H -0.65 -0.66 10.18
H 3.39 0.20 7.92
H 4.31 -0.78 9.10
H 4.64 0.96 8.93
C -1.17 -5.52 2.03
C -1.35 -5.03 0.61
O -0.75 -3.75 0.40
C 0.58 -3.75 0.27
O 1.28 -4.74 0.25
O 0.97 -2.50 0.12
C 2.39 -2.31 -0.01
H -1.55 -4.78 2.74
H -1.72 -6.46 2.18
H -0.12 -5.70 2.25
H -2.41 -4.89 0.39
H -0.96 -5.75 -0.12
H 2.78 -2.92 -0.82
H 2.89 -2.56 0.93
H 2.52 -1.26 -0.22
*
```

Löwdin atomic charge list, values in e, 5 entries: -0.025, -0.401, -0.329, 0.451, -0.325